A structure of composition C22H18O11S3Ti. Source: the Open Molecules 2025 dataset; level of theory: the ωB97M-V functional and the def2-TZVPD basis.

Each line ends with the natural charge from an NBO analysis.
Positions of all 55 atoms, in Å:
Ti  2.862  -1.850  -0.548  1.6959
O  2.144  -3.597  -0.298  -0.7065
C  3.264  -4.061  0.283  0.9588
O  3.455  -5.186  0.659  -0.6468
C  3.796  -2.286  3.109  1.0411
O  2.985  -3.107  3.209  -0.5146
O  4.583  -1.435  3.079  -0.5288
O  6.650  -1.285  -2.427  -0.9839
S  5.228  -1.655  -2.478  1.5511
O  4.460  -0.997  -1.283  -0.9375
O  4.124  -3.040  0.334  -0.7161
C  4.567  -0.532  -3.776  -0.1452
C  5.513  0.051  -4.603  -0.2429
C  5.130  0.902  -5.631  -0.2014
C  3.788  1.167  -5.846  -0.2227
C  2.831  0.584  -5.028  -0.1755
C  3.215  -0.259  -3.995  -0.3743
S  1.890  -0.907  -2.991  2.4139
O  0.711  -0.862  -3.799  -0.9371
O  1.851  -0.154  -1.727  -0.9274
O  2.325  -2.273  -2.570  -0.9406
H  6.555  -0.163  -4.404  0.2475
H  5.884  1.357  -6.262  0.2035
H  3.479  1.826  -6.648  0.2065
H  1.778  0.771  -5.183  0.2418
O  2.177  -0.994  0.853  -0.8278
S  0.874  -0.628  1.784  0.5569
C  -1.980  3.480  2.210  -0.7034
C  -3.337  3.255  2.276  -0.0427
C  -4.031  2.921  3.498  -0.3041
C  -5.379  2.657  3.538  -0.2098
C  -6.186  2.689  2.390  -0.4384
C  -5.549  3.024  1.186  -0.1933
C  -4.203  3.299  1.119  -0.3365
C  -0.481  -0.672  0.584  -0.5938
C  -1.775  -0.862  1.337  0.0400
C  -2.763  0.117  1.343  -0.2152
C  -3.965  -0.098  2.007  -0.2066
C  -4.182  -1.292  2.677  -0.2160
C  -3.199  -2.276  2.678  -0.2335
C  -2.004  -2.062  2.012  -0.2487
H  -1.502  3.709  1.264  0.1728
H  -1.355  3.391  3.090  0.1754
H  -3.450  2.861  4.413  0.1829
H  -5.828  2.402  4.496  0.1795
H  -7.246  2.475  2.433  0.1829
H  -6.131  3.064  0.269  0.1796
H  -3.758  3.546  0.158  0.1842
H  -0.298  -1.526  -0.073  0.2239
H  -0.495  0.239  -0.010  0.2359
H  -2.596  1.072  0.860  0.2399
H  -4.714  0.687  2.012  0.2520
H  -5.115  -1.453  3.205  0.1956
H  -3.362  -3.211  3.201  0.1941
H  -1.233  -2.824  2.015  0.2152

Summary:
charge: -2
HOMO: -0.22 eV
lowest unoccupied orbital energy: 3.933 eV


The molecule C22H19ClN2O4 at a distorted geometry. Source: the Open Molecules 2025 dataset; level of theory: the ωB97M-V functional and the def2-TZVPD basis.

Each line ends with the natural charge from an NBO analysis.
Positions of all 48 atoms, in Å:
C  8.602  0.138  0.558  -0.2551
O  7.865  -0.971  0.096  -0.4799
C  6.520  -0.887  0.029  0.3289
C  5.768  0.232  0.387  -0.2691
C  4.392  0.213  0.276  -0.1650
C  3.726  -0.920  -0.188  -0.2200
C  2.262  -1.019  -0.322  0.5901
O  1.714  -2.063  -0.611  -0.5645
C  1.461  0.250  -0.067  -0.5113
C  -0.023  0.113  -0.442  -0.0563
N  -0.644  -0.883  0.405  -0.6134
C  -1.916  -1.337  0.237  0.3153
C  -2.863  -0.678  -0.563  -0.3248
C  -4.151  -1.146  -0.647  -0.1279
C  -4.532  -2.283  0.064  -0.0526
N  -5.867  -2.763  -0.025  0.5293
O  -6.162  -3.759  0.612  -0.3967
O  -6.650  -2.153  -0.733  -0.3962
C  -3.602  -2.955  0.859  -0.1373
C  -2.316  -2.488  0.941  -0.2948
C  -0.668  1.473  -0.272  -0.0479
C  -0.720  2.362  -1.338  -0.2051
C  -1.263  3.624  -1.181  -0.2230
C  -1.759  4.000  0.057  -0.0433
Cl  -2.441  5.575  0.261  0.0101
C  -1.715  3.127  1.132  -0.2364
C  -1.165  1.870  0.963  -0.1502
C  4.489  -2.042  -0.539  -0.1199
C  5.857  -2.029  -0.438  -0.2617
H  8.458  1.011  -0.085  0.1799
H  8.336  0.394  1.588  0.1799
H  9.646  -0.168  0.521  0.2061
H  6.249  1.125  0.755  0.2143
H  3.843  1.095  0.569  0.2155
H  1.893  1.069  -0.643  0.2419
H  1.539  0.504  0.994  0.2380
H  -0.087  -0.191  -1.499  0.2028
H  -0.002  -1.565  0.781  0.4049
H  -2.583  0.203  -1.116  0.2267
H  -4.884  -0.647  -1.262  0.2455
H  -3.914  -3.838  1.395  0.2460
H  -1.590  -3.008  1.548  0.2136
H  -0.338  2.064  -2.304  0.2162
H  -1.305  4.310  -2.012  0.2297
H  -2.107  3.429  2.090  0.2293
H  -1.133  1.183  1.795  0.2206
H  3.972  -2.920  -0.896  0.2382
H  6.449  -2.888  -0.710  0.2298

Summary:
HOMO: -8.36 eV
lowest unoccupied orbital energy: -0.033 eV
SMILES string: COc1ccc(C(=O)C[C@@H](Nc2ccc([N+](=O)[O-])cc2)c2ccc(Cl)cc2)cc1


The molecule C22H19FN4O3S at a distorted geometry. Source: the Open Molecules 2025 dataset; level of theory: the ωB97M-V functional and the def2-TZVPD basis.

Each line ends with the natural charge from an NBO analysis.
Positions of all 50 atoms, in Å:
C  -2.271  3.205  5.318  -0.7077
C  -1.819  2.517  4.029  0.6901
O  -2.173  1.383  3.808  -0.6048
N  -1.324  3.372  3.073  -0.6180
C  -1.078  3.132  1.709  0.3654
C  -0.682  1.848  1.273  -0.2668
C  -0.437  1.488  -0.083  -0.0152
C  0.048  0.119  -0.460  0.1291
C  1.100  -0.238  -1.328  0.0893
C  1.763  0.639  -2.219  -0.0809
C  2.695  1.530  -1.572  -0.1766
C  3.385  2.395  -2.388  -0.2820
C  3.166  2.500  -3.788  0.3966
F  3.677  3.462  -4.472  -0.2957
C  2.374  1.519  -4.414  -0.2908
C  1.639  0.570  -3.629  -0.1702
N  1.182  -1.590  -1.392  -0.4865
C  0.303  -2.112  -0.521  0.2192
S  0.389  -3.893  -0.094  0.2966
C  1.273  -4.544  -1.523  -0.2703
C  1.532  -5.890  -1.719  -0.3467
C  1.125  -6.907  -0.742  0.7311
O  0.545  -7.902  -1.164  -0.6099
O  1.311  -6.727  0.548  -0.6424
N  -0.382  -1.051  0.077  -0.3530
C  -1.394  -1.305  1.174  -0.0802
C  -2.694  -0.517  1.170  -0.4272
C  -2.747  -1.995  0.909  -0.4228
C  -0.460  2.518  -1.022  -0.2710
C  -0.646  3.801  -0.490  0.0399
N  -0.868  4.161  0.856  -0.4541
H  -3.348  3.391  5.270  0.2467
H  -1.967  2.534  6.201  0.2457
H  -1.779  4.204  5.485  0.2111
H  -1.284  4.343  3.266  0.4125
H  -0.607  1.016  2.032  0.2431
H  2.934  1.510  -0.498  0.2328
H  3.968  3.182  -1.867  0.2239
H  2.244  1.383  -5.490  0.2287
H  0.976  -0.192  -4.094  0.2315
H  1.477  -3.792  -2.297  0.2631
H  1.917  -6.314  -2.625  0.2474
H  0.901  -7.536  0.792  0.4973
H  -0.959  -1.400  2.204  0.2304
H  -2.762  0.160  0.294  0.2280
H  -3.083  -0.146  2.153  0.2589
H  -3.001  -2.325  -0.130  0.2335
H  -3.177  -2.638  1.709  0.2317
H  -0.331  2.460  -2.108  0.2454
H  -0.653  4.669  -1.222  0.2041

Summary:
HOMO: -7.82 eV
lowest unoccupied orbital energy: 0.210 eV
SMILES string: CC(=O)Nc1cc(-c2c(-c3ccc(F)cc3)nc(S/C=C\C(=O)O)n2C2CC2)ccn1


A structure of composition C22H19N2O2S3SbSn. Source: the Open Molecules 2025 dataset; level of theory: the ωB97M-V functional and the def2-TZVPD basis.

Each line ends with the Mulliken spin population.
Positions of all 50 atoms, in Å:
Sn  -0.731  -3.409  -1.067  0.3546
S  -2.755  -2.353  -2.318  0.2085
Sb  -1.539  -3.537  -4.012  -0.0415
S  0.532  -2.557  -3.526  0.2488
S  -1.235  -5.358  -2.455  0.0935
C  -0.381  0.600  -1.677  0.0132
C  0.292  1.950  -1.791  0.0000
C  -0.438  3.111  -1.539  -0.0010
C  0.165  4.356  -1.555  0.0002
C  1.527  4.453  -1.829  0.0001
C  2.268  3.307  -2.103  -0.0011
C  1.649  2.068  -2.087  0.0006
C  2.168  5.748  -1.834  0.0000
N  2.675  6.781  -1.838  0.0000
H  0.040  -0.134  -2.363  -0.0026
H  -1.432  0.692  -1.944  0.0042
H  -1.498  3.033  -1.327  -0.0002
H  -0.409  5.252  -1.359  0.0000
H  3.323  3.392  -2.326  0.0000
H  2.225  1.182  -2.318  0.0009
C  -0.414  -4.708  2.881  0.0255
C  -0.498  -4.363  1.418  0.0135
O  -1.620  -3.991  0.943  0.0350
O  0.526  -4.414  0.693  0.0435
H  -0.566  -3.795  3.459  -0.0005
H  0.558  -5.133  3.117  -0.0012
H  -1.211  -5.403  3.140  -0.0001
C  3.204  -1.503  1.352  -0.0018
C  3.025  -1.440  -0.022  0.0114
C  1.860  -0.930  -0.574  -0.0330
C  0.838  -0.428  0.245  0.0046
C  1.009  -0.535  1.632  0.0140
C  2.174  -1.064  2.168  0.0072
N  -0.351  0.071  -0.307  0.0291
C  -1.328  0.665  0.558  0.0196
C  -2.628  0.177  0.558  -0.0087
C  -3.602  0.786  1.340  0.0015
C  -3.286  1.883  2.129  0.0000
C  -1.987  2.375  2.129  0.0006
C  -1.015  1.774  1.343  0.0065
H  4.112  -1.913  1.775  -0.0001
H  3.789  -1.821  -0.689  0.0002
H  1.736  -0.964  -1.646  -0.0348
H  0.217  -0.233  2.301  -0.0054
H  2.268  -1.133  3.245  0.0000
H  -2.867  -0.677  -0.060  -0.0049
H  -4.610  0.391  1.334  0.0001
H  -4.046  2.354  2.740  0.0000
H  -1.729  3.235  2.735  -0.0001
H  -0.004  2.163  1.331  0.0002

Summary:
spin multiplicity: 2
charge: -1
HOMO (spin up / spin down): -3.88 / -4.86 eV
lowest unoccupied orbital energy (spin up / spin down): 2.428 / 1.534 eV


The molecule C22H19N3O4 at a distorted geometry. Source: the Open Molecules 2025 dataset; level of theory: the ωB97M-V functional and the def2-TZVPD basis.

Each line ends with the natural charge from an NBO analysis.
Positions of all 48 atoms, in Å:
O  -3.741  -0.568  2.493  -0.6010
C  -3.817  0.325  1.680  0.6491
C  -3.605  1.794  2.085  -0.1655
O  -3.160  2.623  1.035  -0.4990
C  -1.872  2.486  0.598  0.3072
C  -0.990  1.495  1.020  -0.3032
C  0.290  1.452  0.507  -0.1604
C  0.720  2.384  -0.439  -0.0475
C  2.059  2.348  -0.978  0.0347
N  2.884  1.433  -0.652  -0.2287
N  4.115  1.448  -1.167  -0.4210
C  5.146  0.593  -0.888  0.6713
O  6.245  0.897  -1.360  -0.6484
C  4.940  -0.599  -0.059  -0.3003
C  3.678  -1.138  0.211  -0.1312
C  3.536  -2.247  1.015  -0.2715
C  4.658  -2.846  1.575  -0.1520
C  5.914  -2.353  1.304  -0.3087
C  6.082  -1.244  0.471  0.4571
O  7.329  -0.835  0.222  -0.6805
C  -0.177  3.370  -0.860  -0.1925
C  -1.454  3.420  -0.351  -0.2508
N  -4.107  0.199  0.365  -0.6238
C  -4.365  -0.957  -0.382  0.2304
C  -4.603  -0.805  -1.746  -0.2684
C  -4.870  -1.910  -2.531  -0.1930
C  -4.900  -3.174  -1.967  -0.2310
C  -4.661  -3.324  -0.611  -0.1862
C  -4.394  -2.226  0.186  -0.2718
H  -4.574  2.204  2.386  0.2230
H  -2.932  1.830  2.948  0.2095
H  -1.292  0.752  1.742  0.2328
H  0.980  0.693  0.839  0.2297
H  2.335  3.145  -1.680  0.1563
H  4.390  2.227  -1.776  0.3763
H  2.809  -0.678  -0.228  0.2359
H  2.554  -2.650  1.208  0.2144
H  4.548  -3.710  2.214  0.2149
H  6.800  -2.814  1.711  0.2245
H  7.284  -0.099  -0.435  0.5135
H  0.135  4.101  -1.592  0.2142
H  -2.152  4.180  -0.667  0.2259
H  -4.128  1.063  -0.166  0.4104
H  -4.579  0.182  -2.186  0.2062
H  -5.055  -1.782  -3.587  0.2154
H  -5.110  -4.036  -2.581  0.2143
H  -4.683  -4.307  -0.165  0.2157
H  -4.209  -2.344  1.240  0.2541

Summary:
HOMO: -8.38 eV
lowest unoccupied orbital energy: -0.032 eV
SMILES string: O=C(COc1ccc(/C=N/NC(=O)c2ccccc2O)cc1)Nc1ccccc1